Entry 1:
Formula: C5H12NO2
Source: OMol25
Level of theory: ωB97M-V with the def2-TZVPD basis set

Geometry as XYZ:
```
20
Properties=species:S:1:pos:R:3:lowdin_charge:R:1
C -0.77 1.31 0.69 -0.267
N -0.69 0.13 -0.15 -0.059
C 0.54 -0.62 0.12 -0.349
C 1.71 -0.14 -0.73 -0.246
O 2.95 -0.78 -0.53 -0.059
C 0.31 -2.16 -0.18 -0.263
O 1.39 -2.94 -0.10 0.031
C -2.11 2.10 0.29 -0.082
H -0.07 2.12 0.42 0.120
H -0.86 1.01 1.74 0.109
H -1.39 -0.57 0.07 0.106
H 0.77 -0.39 1.20 0.151
H 1.29 -0.22 -1.75 0.121
H 1.92 0.91 -0.41 0.130
H 2.69 -1.71 -0.42 0.047
H -0.51 -2.68 0.34 0.116
H -0.02 -2.03 -1.35 0.212
H -2.05 2.35 -0.76 0.066
H -2.19 2.94 0.97 0.061
H -2.89 1.39 0.54 0.057
```

The calculation puts the orbital gap (spin up / spin down) at 10.38 / 7.27 eV. As for the expectation value of S²: 0.7560. For the total energy, the calculation gives -10961.1613 eV. For the energy relative to the best compared isomer or geometry (same formula, charge and spin), the calculation gives 51.0 kcal/mol. Its multiplicity is 2.

---

Entry 2:
Formula: C3H8N2O2
Source: OMol25
Level of theory: ωB97M-V with the def2-TZVPD basis set

Geometry as XYZ:
```
15
Properties=species:S:1:pos:R:3:lowdin_charge:R:1
O -1.64 -1.46 0.21 -0.004
C -0.77 -0.43 -0.31 -0.232
C -0.80 0.98 0.69 -0.122
N 0.55 1.46 0.57 -0.056
N 1.36 0.16 0.57 -0.002
C 0.68 -0.73 -0.35 -0.403
O 1.19 -0.45 -1.64 -0.027
H -2.44 -1.03 0.28 0.042
H -1.00 -0.16 -1.36 0.148
H -1.52 1.78 0.47 0.112
H -0.84 0.65 1.69 0.084
H 0.78 1.69 -0.46 0.127
H 1.25 -0.22 1.46 0.076
H 1.08 -1.75 -0.11 0.172
H 2.13 -0.50 -1.70 0.085
```

The calculation puts the orbital gap at 10.35 eV. For the total energy, the calculation gives -10313.5753 eV. For the energy relative to the best compared isomer or geometry (same formula, charge and spin), the calculation gives 77.9 kcal/mol. Its SMILES is O[C@H]1CNN[C@@H]1O.

---

Entry 3:
Formula: C13H23LaN4O2P2
Source: OMol25
Level of theory: ωB97M-V with the def2-TZVPD basis set

Geometry as XYZ:
```
45
Properties=species:S:1:pos:R:3:lowdin_charge:R:1
La 0.70 0.30 0.89 1.739
P -1.91 1.55 1.38 0.687
C -2.60 -0.08 1.22 -0.302
C -2.31 -0.96 0.16 -0.374
N -1.09 -0.77 -0.50 -0.113
C -0.85 -1.47 -1.62 -0.360
C -1.79 -2.36 -2.13 -0.029
C -2.93 -2.70 -1.39 -0.019
C -3.12 -2.07 -0.18 -0.013
C 0.44 -1.29 -2.40 -0.289
P 2.00 -0.75 -1.51 0.757
H -3.93 -2.33 0.51 0.129
H -1.61 -2.79 -3.11 0.125
H -3.67 -3.40 -1.77 0.132
H 0.69 -2.24 -2.91 0.103
H 0.28 -0.55 -3.21 0.103
H 1.07 -1.53 4.30 0.053
H -3.11 -0.54 2.11 0.106
H 4.44 -3.27 1.63 0.049
O 0.43 -1.10 3.74 -0.087
H 0.27 -0.26 4.22 0.060
H 1.60 2.05 1.28 -0.035
O 3.94 -2.47 1.79 -0.059
H 4.45 -1.76 1.37 0.034
C 2.79 -2.40 -1.37 -0.280
H 2.83 -2.89 -2.36 0.066
H 3.81 -2.28 -0.99 0.040
H 2.23 -3.03 -0.67 0.053
C 2.93 -0.17 -2.98 -0.252
H 3.75 0.47 -2.64 0.047
H 3.36 -1.00 -3.56 0.068
H 2.29 0.42 -3.65 0.056
C -3.27 2.41 0.51 -0.250
H -4.19 2.39 1.11 0.068
H -3.01 3.44 0.26 0.044
H -3.48 1.86 -0.42 0.056
C -2.26 1.91 3.17 -0.262
H -1.88 2.91 3.41 0.047
H -3.34 1.89 3.40 0.068
H -1.74 1.20 3.83 0.030
N 1.60 2.44 0.30 -0.067
C 1.78 3.66 0.15 -0.111
N 2.06 4.72 -0.45 0.213
C 1.42 5.90 -0.42 -0.253
N 0.90 6.94 -0.50 0.223
```

The calculation puts the orbital gap (spin up / spin down) at 4.58 / 4.57 eV. Its charge is +2. For the total energy, the calculation gives -43328.9779 eV. For the energy relative to the best compared isomer or geometry (same formula, charge and spin), the calculation gives 88.0 kcal/mol.

---

Entry 4:
Formula: C5H8N
Source: OMol25
Level of theory: ωB97M-V with the def2-TZVPD basis set

Geometry as XYZ:
```
14
Properties=species:S:1:pos:R:3:lowdin_charge:R:1
C -1.19 0.07 0.02 -0.315
C 0.10 0.06 0.04 0.201
C -2.52 0.15 -0.77 -0.035
C -2.54 0.17 0.74 -0.049
C 2.76 0.29 0.99 0.173
N 2.88 -0.19 -0.42 -0.022
H -2.78 0.95 -1.44 0.119
H -2.89 -0.81 -1.03 0.102
H -2.84 -0.71 1.36 0.136
H -2.56 1.14 1.21 0.113
H 3.03 -0.54 1.77 0.072
H 2.20 0.41 -1.12 0.189
H 2.51 -1.14 -0.63 0.146
H 3.84 0.13 -0.71 0.171
```

The calculation puts the orbital gap (spin up / spin down) at 8.15 / 8.12 eV. Its charge is +1. For the total energy, the calculation gives -6788.2119 eV. For the energy relative to the best compared isomer or geometry (same formula, charge and spin), the calculation gives 227.8 kcal/mol.

---

Entry 5:
Formula: C3H4IPS
Source: OMol25
Level of theory: ωB97M-V with the def2-TZVPD basis set

Geometry as XYZ:
```
10
Properties=species:S:1:pos:R:3:lowdin_charge:R:1
C -1.44 1.08 0.03 -0.201
C -0.02 0.57 -0.09 -0.730
I 1.38 2.08 -0.01 0.856
C 0.58 -1.10 -0.03 -0.492
P 2.28 -1.30 0.09 0.286
S 2.43 -3.21 -0.20 0.080
H -1.28 2.08 0.66 0.083
H -1.77 1.34 -0.99 0.089
H -1.99 0.31 0.42 0.029
H -0.17 -1.84 0.11 0.001
```

The calculation puts the orbital gap (spin up / spin down) at 7.12 / 6.41 eV. For the total energy, the calculation gives -31396.6779 eV. For the energy relative to the best compared isomer or geometry (same formula, charge and spin), the calculation gives 49.3 kcal/mol. Its SMILES is C/C(I)=C/P=S.

---

Number 1: strongest force on any atom 0.0653 hartree/bohr. Number 2: strongest force on any atom 0.0704 hartree/bohr. Number 3: strongest force on any atom 0.1073 hartree/bohr. Number 4: strongest force on any atom 0.0664 hartree/bohr. Number 5: strongest force on any atom 0.1535 hartree/bohr.